Entry 1:
80
Properties=species:S:1:pos:R:3:forces:R:3:mulliken_charge:R:1 method="wB97M-V/def2-TZVPD" largest_force_ev_per_a=5.69 smiles="C=CCP(F)(C=C)(CP(=O)(O)O)[C@@H](C)F.C[N+](=O)[O-].C[N+](=O)[O-].C[N+](=O)[O-].C[N+](=O)[O-].C[N+](=O)[O-].C[N+](=O)[O-].C[N+](=O)[O-]" homo_energy_ha=-0.281 e_lumo_ha=-0.0554
C -2.33291 -2.27471 -0.17303 2.5798 0.3693 1.4953 -0.466
C -1.16679 -2.16882 0.74192 -1.7559 -0.6075 -1.7907 -0.224
C -0.38705 -0.80675 1.20404 -1.5551 -0.8764 2.2650 -0.761
P 0.11649 0.37502 -0.20378 -1.5171 2.3898 -1.4547 1.206
F -1.57396 0.78940 -0.38552 0.7592 -0.8796 0.1030 -0.574
C 0.15707 -0.00584 -2.07279 0.2723 -0.1055 -1.1022 0.022
C -1.01797 -0.32753 -2.92819 0.1576 1.4354 0.9835 -0.790
C 1.98704 0.11594 0.04226 2.2766 -0.4845 1.5351 -1.444
P 2.64789 -1.62307 -0.34566 2.0410 -2.6026 -4.6302 1.363
O 2.63737 -2.03181 -1.87982 -0.4458 1.6216 5.4154 -0.688
O 4.36815 -1.59503 0.10544 -3.0645 1.6666 0.2439 -0.577
O 1.95239 -2.92258 0.58032 0.8165 1.7942 -2.5445 -0.438
C 0.41265 2.23804 0.28504 -0.2554 1.6662 -0.7669 0.421
C -0.82718 3.22275 -0.13760 0.5498 1.4794 0.7132 -0.448
F 0.77321 2.40906 1.71540 -0.7115 -0.3739 -2.3795 -0.443
H -3.31231 -1.60852 -0.08736 2.7934 -0.7400 -0.8562 0.188
H -2.22154 -3.04306 -1.07985 -0.9737 0.9711 2.9321 0.153
H -0.74671 -3.19591 1.18034 -0.1857 2.4002 -1.8688 0.280
H -1.13719 -0.21428 1.91646 1.6405 -0.7907 -1.7051 0.437
H 0.55572 -1.04434 1.88260 -2.0504 0.2165 -1.6227 0.321
H 1.21108 0.04724 -2.61237 -1.9346 -2.0069 1.7009 0.312
H -1.42827 -1.39325 -3.18361 1.9866 1.9336 -0.7466 0.230
H -1.62754 0.59003 -3.36995 0.0691 -2.0615 2.2842 0.190
H 2.21032 0.31827 1.19754 -0.5338 -0.3676 -2.3543 0.439
H 2.67814 0.88787 -0.53842 -1.4430 -1.8831 0.8969 0.392
H 4.59517 -0.63055 0.27001 -0.3076 -1.6798 -0.2212 0.288
H 1.69171 -3.61695 -0.11759 0.6389 1.5217 1.1279 0.319
H 1.36127 2.61345 -0.33509 -1.9017 -0.8690 1.4592 0.044
H -1.74341 3.14578 0.60032 1.9123 -0.1891 -1.6879 0.357
H -1.14228 3.14694 -1.28153 0.7225 -0.2762 2.7534 0.171
H -0.41962 4.33825 -0.01319 -0.8779 -2.4713 -0.2338 -0.204
C 2.28648 3.19666 -3.56576 0.1540 -0.2395 -0.2162 -0.748
N 0.85757 3.44362 -3.23276 -1.0797 0.0900 0.0539 0.821
O 0.01571 2.72361 -3.78236 1.0410 1.2471 0.9152 -0.470
O 0.62138 4.35319 -2.42919 0.3050 -1.2309 -1.2812 -0.451
H 2.34550 2.37304 -4.28048 -0.1314 0.1950 0.2002 0.321
H 2.68675 4.11450 -4.00132 -0.0619 -0.1216 0.2252 0.289
H 2.80142 2.93966 -2.63785 -0.0754 0.1838 -0.1300 0.255
C -6.54104 -4.30817 0.18197 -0.2192 -0.2519 -0.1506 -0.768
N -5.05343 -4.32626 0.16251 0.9016 -0.0106 0.0912 0.839
O -4.50267 -4.39796 -0.94236 -0.5434 -0.0615 1.5628 -0.468
O -4.48067 -4.26800 1.25675 -0.5765 -0.1204 -1.6833 -0.513
H -6.90857 -4.36487 -0.84485 0.3284 0.0084 0.6574 0.339
H -6.87361 -5.17363 0.75881 0.1624 0.2342 0.1120 0.314
H -6.85310 -3.37345 0.65220 0.0855 -0.2144 0.0016 0.283
C 0.84208 6.91947 1.11717 0.2246 -0.1964 -0.1661 -0.478
N -0.58683 7.16644 1.45016 -1.0664 0.0832 0.1466 0.912
O -1.42869 6.44642 0.90057 1.0094 1.2033 0.9548 -0.505
O -0.82301 8.07600 2.25373 0.1167 -1.3072 -1.1407 -0.543
H 0.90110 6.09586 0.40244 -0.1454 0.2173 0.1677 0.060
H 1.24235 7.83731 0.68160 -0.0745 -0.1149 0.2230 0.301
H 1.35702 6.66248 2.04507 -0.1107 0.2117 -0.0924 0.246
C -6.67675 -2.87337 -4.50946 -0.1595 -0.1701 -0.2655 -0.757
N -6.64138 -2.83603 -3.02251 0.3928 0.2825 0.9546 0.828
O -7.48818 -3.50549 -2.41922 0.8934 1.1571 -1.0724 -0.559
O -5.76471 -2.13579 -2.50296 -1.5861 -1.1462 -0.6415 -0.432
H -7.49369 -3.52474 -4.82724 0.1961 0.1544 0.2138 0.309
H -6.83877 -1.85232 -4.86100 0.1721 -0.1670 0.1053 0.286
H -5.71646 -3.26399 -4.85221 -0.1198 0.1994 0.1024 0.300
C -0.92170 7.53160 5.87725 -0.3012 -0.0296 -0.2592 -0.625
N 0.56590 7.51352 5.85778 1.0892 -0.0251 -0.0293 0.829
O 1.11666 7.44181 4.75292 -0.4940 0.0510 1.6548 -0.474
O 1.13867 7.57177 6.95202 -0.6788 -0.0787 -1.7035 -0.520
H -1.28924 7.47491 4.85043 0.2204 0.0466 0.1956 0.230
H -1.25428 6.66614 6.45409 0.1113 0.2410 0.0248 0.276
H -1.23377 8.46633 6.34748 0.0983 -0.2388 0.0353 0.278
C 4.11022 -3.87402 2.21480 -0.0132 0.0504 0.1633 -0.613
N 4.80519 -5.01680 2.86652 0.5765 -0.3435 0.7768 0.917
O 5.46042 -4.77345 3.88665 -0.8717 -0.7168 -1.4646 -0.550
O 4.67338 -6.12571 2.33571 0.3366 1.2706 0.8108 -0.561
H 4.31257 -2.96531 2.78573 0.0460 -0.3108 -0.1140 0.300
H 4.50144 -3.78629 1.19911 -0.2124 -0.0825 0.1991 0.102
H 3.04138 -4.09712 2.21106 0.3644 -0.0472 -0.1134 0.291
C 5.61941 -6.18170 -0.89807 0.3384 -0.0913 0.0546 -0.455
N 4.99836 -5.08644 -1.69077 -0.2630 0.8836 -0.7037 0.807
O 5.74294 -4.42755 -2.42607 -1.2897 -0.8526 0.9986 -0.514
O 3.78112 -4.91905 -1.55251 1.6870 -0.1809 -0.2373 -0.436
H 6.68875 -6.21411 -1.11741 -0.3035 0.1078 -0.0457 0.284
H 5.44895 -5.96180 0.15784 -0.1426 -0.1863 -0.2033 0.071
H 5.13690 -7.11594 -1.19236 -0.0332 0.2173 0.1686 0.277

---

Entry 2:
50
Properties=species:S:1:pos:R:3:forces:R:3:nbo_charge:R:1 method="wB97M-V/def2-TZVPD" largest_force_ev_per_a=3.14 relative_energy_ev=3.190 smiles=c1cc[nH]c1.c1cc[nH]c1.c1cc[nH]c1.c1cc[nH]c1.c1cc[nH]c1 homo_energy_ha=-0.294 e_lumo_ha=0.0238
C 0.33544 -1.16057 0.78035 2.8770 1.0998 0.0522 -0.329
C -0.77420 -0.52138 1.28294 -1.5966 1.1120 -0.5676 -0.295
C -0.74781 0.80004 0.82278 -0.8912 0.4618 0.9703 -0.093
N 0.46109 1.07298 0.24138 -0.6708 -2.4647 0.8343 -0.514
C 1.12863 -0.12200 0.27391 0.8587 -0.1043 -1.3156 -0.076
H 0.69514 -2.16456 0.95068 -0.2087 0.0359 -0.0827 0.229
H -1.52180 -1.00568 1.89364 -0.2590 0.2848 -0.3182 0.214
H -1.51851 1.55211 0.90541 0.1573 0.0359 0.1524 0.210
H 0.83841 1.92276 -0.15309 -0.4520 -0.1418 0.1113 0.446
H 2.09922 -0.06426 -0.19619 0.1267 -0.6278 0.0958 0.199
C -0.08283 3.76384 -1.46714 1.3654 -0.2385 -0.9593 -0.300
C -0.21080 4.15868 -0.14505 1.8369 -0.4486 2.2605 -0.310
C 1.10253 4.14557 0.43284 -1.9468 1.3472 -0.5474 -0.088
N 1.98635 3.89356 -0.56448 -0.6117 -0.2702 -1.5071 -0.513
C 1.28499 3.63650 -1.74060 -0.7079 0.3724 0.2872 -0.109
H -0.88961 3.53798 -2.14869 0.1228 0.1821 -0.0697 0.230
H -1.12685 4.30353 0.40839 0.1032 0.0230 -0.0109 0.230
H 1.45474 4.46970 1.40098 -0.1648 -0.1760 -0.0250 0.222
H 2.96671 4.13643 -0.57043 -0.1606 -0.3163 0.2664 0.425
H 1.76404 3.46400 -2.69305 0.1600 -0.1390 0.2626 0.227
C -4.71837 1.97570 4.75109 -1.6034 -1.3556 1.4057 -0.313
C -3.66906 1.69362 3.87506 0.0865 -0.0547 0.4509 -0.297
C -3.57808 0.34241 3.87037 0.0645 -2.9432 -1.0929 -0.079
N -4.60711 -0.27075 4.59975 2.1569 1.4423 -0.6845 -0.508
C -5.23698 0.73194 5.22910 -1.2703 2.3374 -0.4899 -0.069
H -5.10216 2.95805 4.98369 -0.0311 -0.1622 0.1935 0.219
H -3.06171 2.43104 3.37134 0.1135 -0.3211 -0.0093 0.226
H -2.93970 -0.36845 3.36682 0.2509 0.4781 -0.1949 0.197
H -4.77254 -1.26670 4.62781 0.0471 0.4110 0.2278 0.420
H -6.15295 0.53359 5.76581 0.1592 0.1969 0.2296 0.204
C 0.78080 -0.00082 -4.92829 1.1606 0.0421 -0.7235 -0.297
C 0.92076 -1.35580 -4.59574 -0.1954 -1.1085 1.0095 -0.323
C 0.29491 -1.54204 -3.36572 -0.0084 -0.4270 -0.2005 -0.066
N -0.22211 -0.35356 -2.97501 0.8658 0.8669 -0.5725 -0.506
C 0.18317 0.60743 -3.88746 -2.0452 0.8467 1.3910 -0.090
H 1.20559 0.43473 -5.82063 -0.1421 0.2318 0.1547 0.220
H 1.49695 -2.07952 -5.15309 -0.2420 -0.0894 0.0658 0.220
H 0.16910 -2.34903 -2.65908 0.1947 -0.3857 -0.4797 0.217
H -0.75878 -0.18060 -2.13705 0.3095 -0.0437 -0.0648 0.424
H -0.12973 1.61743 -3.66745 0.1482 0.0655 -0.4368 0.199
C 2.79182 -4.15200 -1.62350 -0.0927 0.4698 -1.5420 -0.285
C 3.24402 -5.37720 -1.09817 -0.2011 -0.2637 0.9797 -0.323
C 3.38406 -5.14587 0.25727 0.4031 -0.9929 -0.1886 -0.061
N 3.09135 -3.86167 0.52102 0.0953 0.8901 0.1769 -0.511
C 2.76259 -3.20604 -0.65560 0.0209 0.0957 1.3874 -0.099
H 2.49145 -3.91131 -2.63257 0.2390 -0.2515 -0.1259 0.220
H 3.41273 -6.31637 -1.60405 -0.1037 0.1548 0.0114 0.225
H 3.69505 -5.75474 1.09330 0.0016 -0.2826 -0.2901 0.203
H 3.20927 -3.50914 1.46013 -0.1717 0.4123 -0.4442 0.411
H 2.57078 -2.14358 -0.68375 -0.1480 -0.2870 -0.0332 0.219

---

Entry 3:
24
Properties=species:S:1:pos:R:3:forces:R:3:nbo_charge:R:1 method="wB97M-V/def2-TZVPD" total_charge=+1 largest_force_ev_per_a=3.99 relative_energy_ev=2.354 homo_energy_ha=-0.438 e_lumo_ha=-0.1485
C -2.82334 -0.88892 0.31472 -1.5248 3.0588 -2.0668 -0.409
C -2.07971 -0.86214 -1.03735 -0.3244 1.1713 0.2079 -0.494
C -2.54339 0.49124 0.98842 0.4511 -2.2332 1.4033 -0.243
C -1.32377 0.37050 -0.92445 1.5996 2.5020 -1.9353 0.302
C 2.02203 -1.39704 0.60014 -0.7353 0.8625 0.2180 -0.962
C 3.66026 0.70800 -0.81462 -1.7376 2.0477 1.8805 -0.902
N -1.65687 1.12328 0.06811 -0.3191 -2.9857 -0.5696 -0.427
O 1.53881 1.09598 0.98980 -0.2041 0.0171 0.4357 -0.996
P 1.81372 0.16553 -0.34691 1.9053 0.0647 -1.1596 0.993
H -3.86242 -0.80589 0.04881 -0.5968 -0.5778 0.0866 0.238
H -2.70826 -1.70178 0.90409 0.7577 -2.4575 1.8031 0.243
H -1.48517 -1.67269 -1.40698 0.2095 -0.6412 0.1219 0.280
H -2.72692 -0.52990 -1.87758 -0.1949 -0.7298 0.1976 0.273
H -3.38523 1.07516 1.16680 -1.8676 1.0434 -0.4924 0.227
H -2.19575 0.42346 2.02914 0.9207 -0.2024 -0.4601 0.236
H -0.69415 0.81894 -1.75655 -0.6572 -0.8306 1.3652 0.272
H 1.22883 -2.12291 0.40337 0.3954 -0.0650 -0.3101 0.233
H 3.02232 -1.80122 0.58356 0.1022 -0.2491 -0.0145 0.256
H 1.77914 -0.96915 1.57536 0.3893 -0.4839 0.3736 0.258
H 4.40458 0.17767 -0.27142 0.4064 -0.5299 0.9841 0.230
H 3.90150 0.50279 -1.81848 -0.1629 0.1143 -1.4927 0.234
H 3.80633 1.85659 -0.54726 -0.4799 -2.3728 -0.7856 0.236
H -1.21844 1.91792 0.35586 1.5552 2.9005 0.2540 0.431
H 1.52592 2.02460 0.77342 0.1122 0.5769 -0.0449 0.491

---

Entry 4:
72
Properties=species:S:1:pos:R:3:forces:R:3:mulliken_charge:R:1 method="wB97M-V/def2-TZVPD" largest_force_ev_per_a=3.55 relative_energy_ev=0.990 homo_energy_ha=-0.268 e_lumo_ha=0.0058
Ba -0.53288 0.02032 -0.76354 2.6769 2.2730 0.4911 1.242
C -3.79757 4.29156 -3.19411 0.0524 -0.0503 0.0066 -1.092
C -3.18272 4.36298 -1.84843 0.0276 -0.0961 -0.1258 0.903
N -3.25860 5.36226 -1.03769 -0.0742 0.1738 0.0559 -0.803
N -2.51836 4.97952 0.04532 0.0008 -0.1911 -0.1381 0.206
C -1.96855 3.75785 -0.07485 -0.0523 0.3913 -0.0886 0.104
S -0.99145 2.97256 1.01264 0.1363 -0.3342 0.1722 -0.493
N -2.40171 3.35899 -1.30909 -0.1034 0.1047 0.0484 0.267
N -2.12465 2.11254 -1.82889 -0.0915 -0.2204 -0.5370 -0.268
H -4.33310 5.21753 -3.38319 -0.0075 -0.0001 0.0078 0.360
H -4.49144 3.45289 -3.26405 0.0151 -0.0051 -0.0094 0.281
H -3.02403 4.16395 -3.95353 -0.0384 -0.0250 -0.0215 0.239
H -2.42585 5.58582 0.83888 0.0483 0.0113 0.0499 0.170
H -2.93341 1.49447 -1.78445 -0.0450 0.1626 0.0951 0.194
H -1.75422 2.11338 -2.79280 0.0074 0.1166 0.1833 0.307
C 4.12641 -3.53846 1.32338 -0.0642 0.2122 -0.1606 -0.975
Se 3.72774 -1.64749 1.04444 -0.0545 -0.0128 0.0198 0.064
C 3.94111 -1.54790 -0.90346 -0.1111 -0.1118 0.2718 -0.701
C 3.21467 -2.62827 -1.67476 -0.2562 0.0319 -0.1114 -0.773
Se 1.29634 -2.78230 -1.23330 0.6520 -0.1436 0.1247 -0.026
C 0.71158 -3.12474 -3.05154 -0.0667 -0.0513 -0.0452 -0.697
H 5.07091 -3.79722 0.85126 0.0177 -0.0233 0.0202 0.309
H 3.31518 -4.14777 0.93295 0.0308 -0.0526 0.0061 0.274
H 4.20806 -3.67426 2.39890 0.0005 -0.0245 0.0021 0.347
H 5.00897 -1.58298 -1.11544 -0.0017 0.0448 -0.0807 0.400
H 3.55456 -0.56332 -1.16738 0.0519 0.0145 -0.0269 0.227
H 3.68135 -3.60001 -1.52150 -0.0206 -0.0224 -0.0048 0.420
H 3.24796 -2.38821 -2.73805 0.0277 -0.0093 -0.0136 0.478
H 1.25090 -3.97928 -3.45389 -0.0348 -0.0242 0.0204 0.385
H 0.88403 -2.23667 -3.65567 0.0234 0.0301 -0.0151 0.129
H -0.35187 -3.35242 -3.00730 0.0100 0.0004 0.0213 0.260
C -3.76616 -2.50053 0.04660 0.1483 0.1907 -0.0695 -1.031
C -2.65151 -1.63252 -0.50862 -1.3037 -0.8544 0.1629 0.927
O -1.49294 -2.11655 -0.58337 -0.6542 -1.4588 0.1385 -0.785
O -2.91461 -0.44713 -0.84252 -0.9598 -0.0560 -0.1294 -0.895
H -3.72635 -3.48893 -0.40668 0.0275 -0.0211 0.0365 0.301
H -4.73257 -2.03520 -0.12776 -0.0025 -0.0135 0.0124 0.301
H -3.60579 -2.60816 1.12061 -0.0250 -0.0625 -0.0053 0.251
S 3.03789 -0.11264 6.17905 -0.1861 -0.0390 0.0228 -0.139
C 2.04181 -0.03903 4.69459 0.0926 0.0240 0.1103 0.371
C 2.18748 1.03045 3.82527 0.0077 -0.0495 -0.0253 -0.455
C 1.43098 1.04141 2.66313 0.0652 0.0236 0.0100 -0.535
N 0.57567 0.07590 2.34252 -0.1860 0.0559 -0.4273 0.253
C 0.43676 -0.94254 3.18618 0.0629 -0.1265 0.0570 -0.656
C 1.14740 -1.05016 4.37112 -0.0175 0.0576 -0.0582 -0.480
C 1.74313 0.17344 7.38735 0.2120 0.0149 -0.1759 0.203
C 1.45193 1.47082 7.78093 -0.0924 -0.0368 0.0636 -0.210
C 0.45650 1.65863 8.73028 0.0600 0.0064 -0.0672 -0.364
N -0.22797 0.66085 9.27939 -0.1098 0.0275 0.0999 -0.572
C 0.06542 -0.57674 8.89695 0.0439 -0.0398 -0.0324 -0.395
C 1.04433 -0.87791 7.95887 -0.0279 0.0383 0.0637 -0.074
H 2.87857 1.83191 4.04576 -0.0156 0.0099 -0.0102 0.432
H 1.51594 1.86533 1.96221 0.0098 -0.0087 0.0165 0.420
H -0.25681 -1.72113 2.88704 0.0082 0.0004 0.0328 0.395
H 1.01491 -1.90327 5.02185 -0.0127 -0.0138 -0.0223 0.317
H 1.98746 2.30924 7.35777 -0.0062 0.0092 0.0082 0.385
H 0.19854 2.65731 9.06545 0.0144 -0.0056 -0.0170 0.354
H -0.50603 -1.36934 9.36785 0.0187 -0.0086 -0.0227 0.352
H 1.26148 -1.90286 7.69183 0.0010 -0.0015 -0.0024 0.417
C 0.15159 -0.71077 -8.05056 0.0235 -0.0369 -0.0242 -1.178
C -0.35206 -0.06859 -6.79419 -0.0741 0.1128 0.1259 0.969
C -1.63853 0.46667 -6.71068 0.0003 -0.0132 -0.0262 -0.972
C -1.99270 1.00079 -5.49119 0.0794 0.0184 0.1047 -0.180
N -1.17735 1.03087 -4.44046 0.0376 0.1192 0.1190 -0.262
C 0.06513 0.50380 -4.59886 -0.2872 -0.1754 -0.2154 -0.086
S 1.16642 0.48754 -3.28113 0.2490 0.2119 0.0922 -0.275
N 0.47409 -0.04964 -5.75885 0.0564 -0.0294 -0.1128 -0.541
H -0.42262 -0.39594 -8.92097 -0.0014 -0.0131 0.0015 0.347
H 0.07390 -1.79602 -7.95879 -0.0087 -0.0023 -0.0121 0.250
H 1.20354 -0.47193 -8.19447 -0.0052 0.0179 0.0096 0.339
H -2.31848 0.46262 -7.55040 0.0020 -0.0063 0.0025 0.333
H -2.97777 1.43460 -5.33396 -0.0011 -0.0350 -0.0525 0.430